[1]
Here is an isolated molecule of C3H9NS at a distorted geometry from OMol25. Energies are from ωB97M-V/def2-TZVPD.

## Properties
* molecular weight: 91.2 g/mol
* electronic energy: -572.5955 hartree
* LUMO energy: 1.0 eV
* E_HOMO: -8.80 eV
* gap between HOMO and LUMO: 9.84 eV

Positions of all 14 atoms, in Å:
C  0.55  -1.57  1.02
C  -0.40  -0.69  0.28
N  -1.90  -0.63  0.55
C  0.17  0.69  0.36
S  0.84  1.15  -1.19
H  1.62  -1.60  0.71
H  0.18  -2.56  0.95
H  0.54  -1.21  2.16
H  -0.43  -1.14  -0.75
H  -1.97  -0.69  1.63
H  -2.30  -1.49  0.21
H  -0.67  1.23  0.65
H  0.91  0.80  1.13
H  -0.02  2.13  -1.34



[2]
Here is a structure of composition C17H18N4NaO5 from OMol25. Energies are from ωB97M-V/def2-TZVPD.

## Properties
* molecular weight: 381.3 g/mol
* electronic energy: -1416.2982 hartree
* net charge: -1
* LUMO energy: 2.3 eV
* E_HOMO: -5.44 eV
* gap between HOMO and LUMO: 7.72 eV

Positions of all 45 atoms, in Å:
Na  -0.39  -1.56  1.04
O  2.26  -1.90  2.56
C  3.05  -1.98  1.40
C  2.58  -3.06  0.45
N  1.28  -2.73  -0.11
C  0.37  -3.87  -0.11
C  -0.11  -4.27  1.32
O  -0.41  -5.45  1.49
O  -0.17  -3.32  2.17
C  1.34  -1.91  -1.33
C  0.37  -0.70  -1.35
O  0.80  0.37  -1.81
O  -0.80  -0.92  -0.91
H  1.47  -2.47  2.46
H  4.09  -2.18  1.70
H  3.05  -1.01  0.88
H  2.49  -3.99  1.02
H  3.34  -3.23  -0.33
H  0.81  -4.76  -0.58
H  -0.52  -3.59  -0.70
H  1.12  -2.52  -2.22
H  2.35  -1.52  -1.45
C  1.50  2.63  1.88
C  1.28  1.27  2.02
N  0.09  0.71  1.79
C  -0.91  1.49  1.39
C  -0.79  2.87  1.21
C  0.45  3.44  1.49
C  -1.93  3.74  0.85
C  -2.73  3.72  -0.22
C  -2.69  2.89  -1.44
C  -1.59  2.19  -1.90
C  -1.73  1.51  -3.10
N  -2.86  1.52  -3.80
C  -3.86  2.23  -3.27
N  -3.84  2.92  -2.14
H  2.48  3.04  2.09
H  2.06  0.59  2.35
H  -1.86  1.01  1.19
H  0.59  4.51  1.38
H  -2.14  4.52  1.58
H  -3.55  4.43  -0.23
H  -0.64  2.14  -1.40
H  -0.90  0.95  -3.49
H  -4.79  2.25  -3.83



[3]
Here is a cluster of 2 separate species, C3H4N2O2 in total at a distorted geometry from OMol25. Energies are from ωB97M-V/def2-TZVPD.

## Properties
* molecular weight: 100.1 g/mol
* electronic energy: -376.5412 hartree
* LUMO energy: -0.6 eV
* E_HOMO: -8.50 eV
* gap between HOMO and LUMO: 7.94 eV

Positions of all 11 atoms, in Å:
C  1.07  0.05  -0.15
C  0.53  1.23  -0.04
C  -1.14  -0.18  -0.01
H  2.96  0.20  0.65
H  1.12  2.21  -0.43
H  -2.38  -1.46  -0.05
H  0.22  -1.95  -0.43
N  -2.39  -0.49  -0.11
N  0.07  -0.93  0.28
O  2.25  -0.64  -0.09
O  -0.81  1.19  0.12



[4]
Here is a cluster of 2 separate species, C4H10N3 in total at a distorted geometry from OMol25. Energies are from ωB97M-V/def2-TZVPD.

## Properties
* molecular weight: 100.1 g/mol
* electronic energy: -322.2695 hartree
* net charge: +1
* LUMO energy: -4.2 eV
* E_HOMO: -13.21 eV
* gap between HOMO and LUMO: 8.99 eV

Positions of all 17 atoms, in Å:
C  2.13  0.95  0.05
C  1.69  -0.28  0.55
C  -1.66  -0.31  0.69
C  -0.31  -0.56  -1.07
N  -1.24  -1.25  -0.31
N  -0.52  0.70  -0.81
N  -1.18  0.97  0.32
H  2.10  1.86  0.55
H  2.56  0.72  -1.12
H  1.15  -0.40  1.49
H  -2.74  -0.26  0.97
H  -1.13  -0.62  1.61
H  0.52  -1.03  -1.60
H  -1.43  -2.27  -0.39
H  0.13  1.47  -1.08
H  -1.96  1.71  0.08
H  1.89  -1.39  0.06